Here is a cluster of 3 separate species, C4H14NO2 in total in a non-equilibrium geometry from OMol25. Energies are from ωB97M-V/def2-TZVPD.

Element x y z (Å)
H 0.899 -1.068 1.694
O -2.475 1.604 -0.656
C 0.766 -1.713 0.841
H 1.109 0.625 -1.296
H 0.537 -0.889 -2.178
C 0.851 -0.433 -1.191
H -1.384 -1.077 1.347
O 0.812 2.534 1.225
C 1.791 -1.194 -0.189
H -2.682 2.263 -1.479
H 1.451 3.219 1.171
H -3.219 1.659 -0.085
H 2.372 -1.854 -0.789
H -1.227 0.086 -1.198
H -0.050 2.973 1.494
N -0.532 -0.332 -0.541
C -0.744 -1.477 0.444
H 2.600 -0.390 0.303
H -1.151 -2.367 -0.145
H -0.547 0.531 0.025
H 0.822 -2.702 1.204

Force components x, y, z for each atom (eV/Å):
0.2 0.0 0.6
0.5 2.3 -3.9
-0.9 1.0 0.8
0.4 -0.4 -0.5
1.4 0.2 1.0
-1.3 0.4 -0.4
1.1 -1.2 -2.0
-2.7 -0.6 0.4
-0.1 3.0 0.0
0.6 -2.3 3.2
0.9 1.1 0.0
-1.2 0.2 0.6
0.3 -1.0 0.1
-0.2 -1.6 0.2
1.8 -0.6 -0.5
0.1 2.0 0.9
0.2 0.0 -0.8
-2.4 -2.2 -1.2
0.2 1.3 1.1
0.6 -0.3 0.4
0.6 -1.2 0.1

Results
* energy relative to the best compared isomer or geometry (same formula, charge and spin): 193.6 kJ/mol
* 2S+1: 1
* frontier orbital gap: 12.04 eV
* net charge: +1



Here is the molecule C9H10N2 in a non-equilibrium geometry from OMol25. Energies are from ωB97M-V/def2-TZVPD.

Element x y z (Å)
H 0.787 -1.806 -0.482
H 1.350 0.187 -2.176
H -3.082 -1.320 -0.869
H -1.780 3.110 -0.004
C 1.653 -0.530 1.104
H -3.508 -0.862 0.846
N -2.339 1.213 0.113
H 2.625 -0.125 -1.212
C 0.805 -0.786 -0.205
H -2.064 -1.954 0.585
C -0.168 1.342 -0.054
H 2.521 1.362 1.855
C -2.674 -1.130 0.211
H 1.796 2.320 -0.393
C -1.318 2.094 -0.006
C 1.508 0.186 -1.112
C 1.896 0.774 1.072
C 1.337 1.377 -0.145
C -0.523 0.030 -0.076
H 1.940 -1.247 1.815
N -1.820 -0.022 0.049

Force components x, y, z for each atom (eV/Å):
-0.4 -1.0 -0.5
-1.6 0.7 -0.3
0.4 -0.4 2.1
1.7 -0.6 0.0
-1.2 1.1 -1.6
0.0 -0.1 0.2
-0.6 0.3 -0.4
-1.4 0.5 0.8
-0.8 0.1 1.4
-0.5 -0.2 -0.1
1.5 1.3 -0.6
-1.3 -1.1 -1.5
-0.9 -1.0 -2.7
0.0 0.3 -0.3
-2.9 -0.4 0.6
4.3 -0.9 -0.7
2.2 0.3 3.1
-0.3 1.2 -1.5
2.3 -0.7 0.2
0.2 -0.8 0.8
-0.8 1.2 0.8

Results
* energy relative to the best compared isomer or geometry (same formula, charge and spin): 344.8 kJ/mol
* 2S+1: 1
* frontier orbital gap: 9.21 eV



Here is a structure of composition C25H56BrN3O in a non-equilibrium geometry from OMol25. Energies are from ωB97M-V/def2-TZVPD.

Element x y z (Å)
H 1.312 -1.233 1.792
H -1.548 0.296 -1.492
H 3.253 1.928 -0.416
C 3.442 -0.436 2.138
H 1.310 -5.119 -0.610
H -2.779 0.285 -0.420
H 2.069 -2.864 0.191
C 1.692 -3.562 0.938
H -2.788 -1.017 4.832
C -1.631 1.894 -0.705
H -0.642 -0.873 0.680
C -1.988 -1.745 3.041
H -1.834 4.738 -0.898
H 2.962 1.775 -5.533
H 1.202 -0.342 -4.458
H -0.660 -4.392 -0.826
H 4.470 -0.136 0.354
H -2.652 -3.415 1.658
C 0.710 -2.879 1.868
H 2.227 0.903 -2.412
C -0.740 -1.772 0.071
N 3.534 0.040 0.691
C 0.038 1.236 -2.452
H -1.957 -2.425 -1.553
N -0.348 2.331 -1.446
H -1.588 6.103 -2.825
C 0.679 2.385 -0.323
H -3.006 -0.398 -2.085
H 3.963 2.166 1.239
C -1.173 1.475 0.713
H 1.839 -0.662 3.440
H -5.015 -1.537 3.770
C -4.317 -2.319 4.066
H 0.337 3.991 -2.780
C -1.774 -2.997 2.151
H 0.052 -1.789 -0.678
H -2.956 -2.163 -0.128
C 0.953 -4.729 0.343
H -1.018 -1.459 3.448
H -0.819 1.147 -3.118
H -4.811 -2.575 5.003
H 3.817 0.720 -4.336
H -0.956 -5.093 0.862
C -0.499 3.704 -2.143
H 2.809 -0.328 0.091
O 4.437 -0.320 2.918
C 2.132 -1.140 2.505
Br 1.310 -0.540 -0.595
H 0.923 1.284 -5.129
H -0.360 3.447 1.141
C -2.870 -1.951 4.276
H -2.389 2.670 -0.604
H -2.385 -2.705 4.896
C -0.822 4.897 -1.270
H 2.286 1.776 0.956
H 0.728 2.205 1.727
H 0.086 6.502 -2.290
H 1.330 3.246 -0.473
C -0.451 -4.351 0.243
H -0.127 5.018 -0.439
C 3.300 1.570 0.613
H -2.053 1.107 -1.331
C 2.965 0.820 -5.009
C 1.486 1.356 -3.071
H 2.475 -2.160 2.675
N -0.627 -2.978 1.039
C 1.574 0.682 -4.495
C -2.370 -0.357 -1.200
H 2.601 -3.891 1.441
H 0.938 -5.553 1.057
H -1.349 3.582 -2.814
H 1.815 2.381 -3.242
C -0.922 6.234 -1.973
H -0.902 0.423 0.802
H -2.346 -0.914 2.433
H 0.918 -1.851 2.166
H 0.565 -3.525 2.734
H -1.519 -3.723 2.922
C -2.100 -1.783 -0.684
H 3.136 0.140 -5.843
H -2.031 1.531 1.384
C -0.030 2.422 0.974
H 0.063 0.342 -1.829
H 1.176 1.420 -0.419
H -1.355 7.055 -1.403
H -4.408 -3.227 3.470

Force components x, y, z for each atom (eV/Å):
4.2 5.9 -2.1
1.1 -5.0 -0.6
0.7 -0.5 0.0
3.8 0.4 2.9
0.4 0.2 0.2
-1.1 -1.4 0.1
-0.3 0.0 -0.2
1.6 0.7 0.0
-0.1 0.0 0.1
0.7 3.1 0.1
-0.1 -1.3 0.0
0.3 0.1 -1.4
0.1 -0.2 0.7
0.7 0.3 0.4
0.0 -0.1 0.0
-1.3 0.9 0.4
0.5 -0.2 -0.1
-0.1 0.5 0.0
-3.7 -4.0 -1.7
-0.3 0.0 0.0
-3.9 -3.0 1.0
3.6 3.3 3.6
0.8 1.0 -0.1
-0.2 -0.2 0.0
0.2 1.8 0.4
0.2 0.2 -0.3
0.3 0.6 -1.8
-0.4 0.1 0.2
0.4 -0.5 -0.2
-1.1 -0.2 -0.1
-0.3 -0.3 0.2
0.5 0.2 -0.9
-0.8 -0.5 0.5
0.5 -0.8 0.2
0.1 -0.6 -0.2
-1.8 -1.9 0.8
0.1 0.1 0.1
1.5 -1.0 0.8
0.2 0.1 -0.2
0.4 0.3 -0.6
0.5 -0.3 0.4
-0.3 0.1 0.3
-1.0 0.3 -0.7
-0.6 0.1 -0.6
-0.3 -1.0 -0.8
-4.8 -0.4 -4.2
4.9 3.6 1.2
3.0 -0.2 -1.5
-0.2 -0.4 -0.2
-0.3 -0.1 0.3
0.2 0.2 0.0
0.6 0.6 -0.2
0.0 -0.1 0.1
-1.0 -0.1 1.5
0.6 -0.5 0.4
-0.6 -0.3 0.5
-0.2 0.4 -0.4
0.1 -0.1 -0.2
-1.7 0.7 1.1
0.0 -0.2 0.2
-0.5 -0.2 0.6
-0.4 5.0 0.8
0.5 0.1 -1.8
-1.3 0.0 -1.0
0.2 0.3 0.5
0.1 -0.1 0.9
-0.8 0.5 2.0
-1.1 -3.6 0.2
-0.1 -0.1 0.3
0.8 -0.1 -0.1
0.0 -0.2 -0.2
-0.3 0.2 0.2
0.4 -0.3 -1.1
0.2 1.0 -0.3
-0.1 0.2 0.0
-5.0 -5.8 1.3
-0.1 0.0 0.2
0.5 -0.6 -0.6
1.0 0.3 -0.4
0.1 -0.3 0.1
0.1 0.5 0.2
-0.1 0.8 0.1
-0.4 0.6 -1.1
0.0 1.4 -0.1
0.2 -0.4 0.4
-0.2 0.2 -0.3

Results
* energy relative to the best compared isomer or geometry (same formula, charge and spin): 1071.9 kJ/mol
* 2S+1: 1
* frontier orbital gap: 8.66 eV
* net charge: +2



Here is the ion C12H20N4 with charge +2 in a non-equilibrium geometry from OMol25. Energies are from ωB97M-V/def2-TZVPD.

Element x y z (Å)
C 2.451 0.633 0.251
H 0.246 0.299 1.524
C -0.375 -2.509 -0.435
H 4.405 0.434 -0.588
H -4.278 0.028 -1.403
C 0.510 -0.386 -1.557
N -0.043 0.789 0.621
H -0.369 2.397 1.874
H -3.224 -1.233 -1.818
C -0.433 -2.428 1.102
N -0.467 -1.201 -0.939
C -0.721 2.036 0.932
H 2.436 1.380 1.018
C -2.532 0.072 -0.203
H -2.556 2.784 1.939
C -3.634 -0.621 -0.968
H 1.496 -0.937 -1.781
H 3.263 0.528 -1.772
C -2.994 1.036 0.695
C -2.211 2.010 1.170
N 0.995 0.737 -0.315
H -4.049 0.837 1.017
C -1.332 -0.441 -0.274
H 3.812 2.110 -0.865
H -0.493 2.731 0.019
H -1.121 -3.047 -0.788
H 1.704 -1.125 1.613
C 3.510 0.954 -0.807
H -4.131 -1.211 -0.266
H 1.018 1.706 -0.764
N -0.336 -2.210 2.219
H 0.677 -3.010 -0.532
H 2.549 -1.558 0.169
C 2.606 -0.758 0.905
H 0.005 0.150 -2.373
H 3.614 -0.975 1.381

Force components x, y, z for each atom (eV/Å):
0.1 -1.7 0.6
-0.3 0.4 -1.5
6.1 -0.6 4.7
1.0 -0.5 0.7
-2.0 2.3 -1.0
1.7 -1.3 0.6
-0.9 -3.3 1.7
1.0 0.7 0.3
-0.4 0.3 1.0
-0.1 -0.3 -2.0
-0.1 2.7 -0.2
-0.2 2.3 -2.2
0.1 0.6 0.5
0.1 -2.1 -1.4
0.3 -1.2 -1.4
3.5 -1.9 -1.3
-1.8 0.9 0.0
-0.3 0.3 -0.5
-1.2 1.8 2.5
-0.7 -0.2 1.1
0.0 2.0 -2.0
1.0 0.9 -0.3
0.6 1.9 -0.3
-1.0 -2.6 -0.1
-0.3 -0.6 1.9
-3.2 -2.9 -1.7
2.3 1.4 -1.0
-0.4 2.5 -0.2
-1.0 -1.2 1.0
-0.2 -1.5 0.2
-0.1 0.2 0.6
-2.0 0.8 -0.7
0.2 0.1 -0.6
-1.1 -1.6 1.2
0.8 0.4 0.4
-1.4 0.9 -0.2

Results
* energy relative to the best compared isomer or geometry (same formula, charge and spin): 0.0 kJ/mol
* 2S+1: 1
* frontier orbital gap: 9.65 eV
* net charge: +2